Density functional theory data (wB97M-V/def2-TZVPD) for 2 unconnected molecules or ions with the total composition C6H9N.

Cartesian coordinates (Å):
C1 -1.03119 0.94470 2.32455
C2 -0.44258 0.54453 0.99669
C3 0.70100 0.97028 0.52969
C4 1.83971 1.39041 0.03909
C5 0.64524 -1.53315 -1.60712
C6 -0.11254 -2.50433 -1.28481
N1 -0.82590 -1.24038 -1.66927
H1 -1.14351 0.07343 2.98066
H2 -2.02903 1.37766 2.18795
H3 -0.40439 1.67952 2.83689
H4 2.77268 0.86631 0.23724
H5 1.89431 2.28768 -0.57374
H6 1.56216 -0.97539 -1.68700
H7 -1.01197 -0.13054 0.35306
H8 -0.36731 -3.45864 -0.85794
H9 -1.12709 -1.32158 -2.64716

E_LUMO ... 1.09 eV
Structure (SMILES) ... C1=CN1.C=C=CC
Charge ... 0
HOMO level ... -0.3092 hartree
ΔE to the lowest compared entry with this formula, charge and spin ... 130.60 kcal per mole